This record from the Open Molecules 2025 dataset describes a molecular structure, C10H17ClINOPRu in a non-equilibrium geometry. The level of theory is wB97M-V/def2-TZVPD.

Values from the calculation:
Total energy ... -1713.93056 hartree
Frontier orbital gap (spin up / spin down) ... 6.62 / 3.81 eV
HOMO energy (spin up / spin down) ... -19.217 / -19.204 eV
Molar mass ... 461.65 g mol⁻¹
Charge ... +3
LUMO energy (spin up / spin down) ... -12.599 / -15.393 eV
Multiplicity ... 5

Cartesian coordinates (Å):
I 2.923 3.170 -1.110
Ru -0.867 0.192 0.223
Cl -3.201 -0.272 -0.155
P -0.600 0.463 -1.885
O 2.114 0.328 0.285
N -0.275 0.011 2.282
C -0.953 -1.032 -3.000
C -1.619 1.743 -2.768
C -0.821 -1.340 4.226
C 0.968 0.673 0.210
C 0.761 0.486 3.029
C -0.025 -0.566 5.064
C -0.991 -0.958 2.869
C 1.030 0.770 -2.838
C 1.263 -1.410 -0.843
C 0.756 0.402 4.437
H 1.451 0.992 4.994
H 1.831 0.065 -2.595
H 1.796 -1.059 -1.778
H 0.046 -0.775 6.115
H -0.131 -1.754 -2.885
H 1.552 0.996 2.486
H -1.032 -0.785 -4.074
H 1.005 0.898 -3.936
H -1.598 1.706 -3.869
H 0.351 -1.990 -1.158
H -2.673 1.579 -2.457
H 1.533 1.742 -2.556
H -1.330 2.778 -2.473
H 1.658 -1.970 -0.016
H -1.392 -2.201 4.562
H -1.889 -1.396 -2.554
H -1.642 -1.486 2.168